No. 1
97
Properties=species:S:1:pos:R:3 method="wB97M-V/def2-TZVPD" max_force_ha_per_bohr=0.0798 e_tot_ha=-3594.20626 homo_lumo_gap_ev="5.1 / 7.7" de_lowest_kcal_mol=0.0 multiplicity=6 lumo_ha="0.0166 / 0.0093"
Mn -0.3309 0.6362 0.8013
C -1.8050 -3.6883 -1.5323
C -0.4948 -3.6142 -1.7704
C 0.0868 -3.8956 -3.1288
C -0.6147 -3.2414 -4.3400
C -1.3535 -1.9529 -4.0882
C -2.6371 -1.8794 -3.7135
C -3.4983 -3.0303 -3.3173
C -2.7920 -4.1673 -2.5492
C -0.3213 2.6846 1.0114
H -2.2359 -3.5348 -0.5439
H 0.2230 -3.5336 -0.9492
H 0.0939 -4.9857 -3.3187
H 1.1418 -3.5943 -3.1433
H 0.1653 -3.0230 -5.0974
H -1.2817 -3.9804 -4.8116
H -0.8306 -1.0648 -4.4597
H -3.2295 -0.9880 -3.9685
H -3.9851 -3.4643 -4.2128
H -4.3187 -2.6469 -2.6942
H -3.5749 -4.7520 -2.0344
H -2.3279 -4.8511 -3.2755
H -1.0733 2.8357 1.8048
H -0.5318 3.4058 0.2060
H 0.6655 2.9366 1.4174
P 0.8627 -1.2458 0.3548
P -0.5707 1.4970 -1.3265
C 0.6923 -1.0594 -1.4275
C 0.0254 -0.0367 -2.0653
C 2.5164 -1.8275 0.7225
C 3.1101 -2.7830 -0.1191
C 4.4029 -3.2340 0.1506
C 5.1109 -2.7390 1.2459
C 4.5173 -1.7906 2.0921
C 3.2208 -1.3458 1.8412
C -0.3550 -2.2932 1.2524
C -1.7430 -2.0150 1.1387
C -2.6640 -2.7063 1.9289
C -2.2320 -3.6186 2.8920
C -0.8633 -3.8712 3.0314
C 0.0634 -3.2215 2.2180
C 0.2144 2.7879 -2.3338
C 1.6206 2.8850 -2.3393
C 2.2592 3.8195 -3.1567
C 1.5109 4.6713 -3.9791
C 0.1180 4.5627 -3.9877
C -0.5334 3.6352 -3.1702
C -2.3893 1.7072 -1.3631
C -3.1115 2.6089 -0.5529
C -4.5056 2.6571 -0.6380
C -5.2003 1.8177 -1.5116
C -4.4854 0.9128 -2.3045
C -3.0935 0.8718 -2.2224
H 1.2952 -1.7390 -2.0419
H 0.0542 -0.0109 -3.1578
H 2.5584 -3.1685 -0.9754
H 4.8587 -3.9695 -0.5147
H 6.1265 -3.0901 1.4454
H 5.0752 -1.3970 2.9385
H 2.7507 -0.6253 2.5128
H -2.1212 -1.3177 0.3738
H -3.7392 -2.5258 1.8073
H -2.9554 -4.1364 3.5290
H -0.5162 -4.5742 3.7867
H 1.1279 -3.4152 2.3457
H 2.2157 2.2208 -1.7070
H 3.3476 3.8908 -3.1581
H 2.0132 5.4084 -4.6107
H -0.4672 5.2101 -4.6407
H -1.6218 3.5689 -3.1781
H -2.5953 3.2445 0.1575
H -5.0541 3.3511 -0.0069
H -6.2899 1.8631 -1.5725
H -5.0157 0.2377 -2.9813
H -2.5118 0.1574 -2.8025
C 3.0778 4.8709 2.4336
N 2.1861 3.8685 2.9816
C 1.6385 4.2455 4.2680
C 2.5967 2.4901 2.7542
C 1.6865 1.4699 3.4127
C 2.0214 1.1961 4.7502
C 1.1866 0.4093 5.5473
C 0.0092 -0.1021 5.0125
C -0.2940 0.1350 3.6583
C 0.5742 0.8444 2.8358
H 2.5710 5.8425 2.4636
H 3.3252 4.6162 1.3964
H 4.0157 4.9570 3.0098
H 0.7466 3.6580 4.5197
H 2.3680 4.1499 5.0966
H 1.3538 5.3053 4.1988
H 2.6704 2.3377 1.6677
H 3.6204 2.3482 3.1648
H 2.9375 1.6235 5.1660
H 1.4547 0.2317 6.5878
H -0.6839 -0.6852 5.6194
H -1.2352 -0.2527 3.2436

No. 2
15
Properties=species:S:1:pos:R:3 method="wB97M-V/def2-TZVPD" max_force_ha_per_bohr=0.0706 e_tot_ha=-392.15338 homo_lumo_gap_ev=8.8 de_lowest_kcal_mol=91.4 multiplicity=1 lumo_ha=0.0365
C 0.2429 -0.2438 0.0495
C 0.2503 0.2302 1.4015
C -1.0598 0.4313 1.6888
H 2.9358 -1.2090 -0.4949
H 2.9972 0.3413 -1.1705
H 1.1522 0.4408 1.9974
H -1.4292 0.9657 2.6361
H -2.7850 0.1354 0.7769
H -1.3782 -0.9162 -2.1699
H -0.2878 0.4044 -1.9991
N 2.4891 -0.1648 -0.3826
N 1.1550 -0.3461 -0.8362
N -1.8309 0.3440 0.5812
N -1.1160 -0.3994 -0.3470
N -1.3356 -0.0139 -1.7311

No. 3
30
Properties=species:S:1:pos:R:3 method="wB97M-V/def2-TZVPD" charge=+1 max_force_ha_per_bohr=0.1148 e_tot_ha=-969.77728 homo_lumo_gap_ev=7.2 de_lowest_kcal_mol=100.6 multiplicity=1 lumo_ha=-0.1521
C -0.5639 -0.1461 0.7839
C -1.4803 -0.8343 -0.2684
N -1.0880 -0.8677 -1.5073
C -2.8792 -1.5162 0.0784
N -3.9803 -0.5639 -0.4134
O -3.4860 0.7454 -0.5553
P -5.3973 -0.4376 0.6856
O -6.6317 -0.3533 -0.2039
H 0.3105 0.3137 0.2453
H -0.1219 -0.9175 1.4688
H -1.0544 0.6949 1.3404
H -1.8394 -1.3749 -2.0097
H -2.9903 -1.7569 1.1672
H -2.9129 -2.4453 -0.5578
H -4.2765 -0.9381 -1.3303
H -3.7344 1.0035 -1.4654
H -5.2435 0.8019 1.3966
H -5.4506 -1.4724 1.6626
C 3.4271 -0.2326 0.3620
O 2.7455 -0.1990 1.3709
N 4.3077 0.7240 -0.0150
C 5.0869 0.6148 -1.2329
C 4.4763 1.8946 0.8275
H 3.3765 -1.0759 -0.3453
H 6.1497 0.6270 -0.9817
H 4.8576 1.4618 -1.8834
H 4.8563 -0.3110 -1.7593
H 4.8041 1.5809 1.8203
H 3.5191 2.4111 0.9242
H 5.2133 2.5692 0.3954

No. 4
53
Properties=species:S:1:pos:R:3 method="wB97M-V/def2-TZVPD" charge=+1 max_force_ha_per_bohr=0.1035 e_tot_ha=-3011.14432 homo_lumo_gap_ev="5.8 / 6.0" multiplicity=4 lumo_ha="-0.1174 / -0.1734"
Co -0.2542 -0.2527 -0.4651
P 1.8270 -0.9106 -0.2157
C 2.1463 -1.5868 -1.8336
C 1.0059 -1.7292 -2.6690
N -0.2382 -1.3964 -2.1237
C -1.3811 -1.5969 -2.8043
C -1.4227 -2.4001 -3.9527
C -0.2028 -2.7949 -4.5083
C 1.0030 -2.3661 -3.9585
C -2.6198 -0.9382 -2.1960
P -2.1557 0.5153 -1.1179
H 1.9857 -2.6298 -4.3847
H -2.4123 -2.5919 -4.3992
H -0.2121 -3.4630 -5.3714
H -3.3001 -0.5961 -2.9889
H -3.0794 -1.6823 -1.5240
H 3.5009 1.4076 -3.9051
H 3.0637 -2.0939 -2.0440
H 0.0791 3.6609 -1.6616
O 3.2098 2.2418 -3.5094
H 2.6878 2.7224 -4.1652
H -0.2129 1.1090 0.4790
O 0.0837 4.4828 -1.1897
H 0.7663 4.3121 -0.5532
C -2.4601 1.9126 -2.2716
H -3.4489 1.8370 -2.7564
H -2.3998 2.8398 -1.6854
H -1.6811 1.9420 -3.0460
C -3.4569 0.6541 0.1276
H -3.1268 1.4321 0.8265
H -4.4218 0.9341 -0.3111
H -3.5476 -0.2879 0.6808
C 1.8956 -2.4299 0.8282
H 2.9294 -2.7977 0.7837
H 1.5751 -2.1859 1.8389
H 1.2247 -3.1733 0.3758
C 3.0551 0.2824 0.4423
H 2.6122 0.6844 1.3601
H 4.0201 -0.1763 0.6849
H 3.2328 1.1325 -0.2317
C -0.1645 0.3775 1.2507
C -0.0093 0.4210 2.4840
C 0.0205 0.4918 3.8429
C -1.0648 1.0711 4.5454
C -1.0394 1.0753 5.9308
C 0.0579 0.4974 6.6092
C 1.1266 -0.0968 5.9020
C 1.1071 -0.1060 4.5157
H -1.8890 1.4308 3.9179
H -1.9058 1.5051 6.4531
H 0.0707 0.4908 7.6976
H 1.9702 -0.5892 6.3916
H 1.8501 -0.5917 3.8743

No. 5
47
Properties=species:S:1:pos:R:3 method="wB97M-V/def2-TZVPD" charge=+1 max_force_ha_per_bohr=0.0358 e_tot_ha=-1558.65766 homo_lumo_gap_ev=8.6 multiplicity=1 lumo_ha=-0.1082
Cd 2.0965 -0.5037 -1.6792
C 0.3717 4.2899 -0.4321
N 0.7644 3.2915 -1.4186
C 0.1474 3.4526 -2.7345
C 1.6313 2.3171 -1.2100
O 1.9933 1.5513 -2.1319
C 2.2332 2.1370 0.1866
O 2.6968 0.8023 0.3423
C 2.1572 0.0631 1.4287
C 2.0279 -1.4083 1.0307
O 2.4755 -1.8030 -0.0710
N 1.4450 -2.2333 1.8811
C 0.9751 -1.8628 3.2095
C 1.3172 -3.6510 1.5376
H -0.6406 4.0949 -0.0738
H 0.3856 5.2704 -0.9054
H 1.0534 4.3184 0.4127
H -0.9096 3.6785 -2.5988
H 0.2616 2.5426 -3.3125
H 0.6164 4.2755 -3.2754
H 1.5127 2.3914 0.9618
H 3.0960 2.8026 0.2653
H 1.1737 0.4444 1.7100
H 2.8372 0.1311 2.2820
H 0.8944 -0.7868 3.3301
H 1.6491 -2.2527 3.9741
H -0.0110 -2.2959 3.3677
H 1.3502 -3.7719 0.4611
H 0.3692 -4.0242 1.9180
H 2.1299 -4.2259 1.9838
F -3.3048 1.3932 1.1436
C -3.1211 0.1622 0.6462
C -2.7390 -0.0030 -0.6224
N -2.5271 -1.2444 -1.1738
C -1.7384 -1.3579 -2.3888
C -0.2815 -0.9920 -2.1163
O 0.6027 -1.2875 -2.9671
O 0.0033 -0.4159 -1.0281
C -2.7330 -2.4068 -0.4331
O -2.5121 -3.5124 -0.8710
N -3.1658 -2.1845 0.8572
C -3.2809 -0.9720 1.5452
O -3.4817 -0.9339 2.7343
H -2.5780 0.8470 -1.2692
H -2.1406 -0.7181 -3.1751
H -1.7796 -2.3896 -2.7261
H -3.3235 -3.0190 1.4043

No. 6
41
Properties=species:S:1:pos:R:3 method="wB97M-V/def2-TZVPD" max_force_ha_per_bohr=0.0101 e_tot_ha=-1672.78391 homo_lumo_gap_ev="4.9 / 4.2" de_lowest_kcal_mol=0.0 multiplicity=4 lumo_ha="-0.0241 / -0.1199"
Au -0.2232 -0.0286 -0.4017
O -2.4610 -1.0086 3.5419
C -1.3733 -1.1063 4.3436
C -1.5964 -1.3735 5.6934
C -0.5350 -1.4857 6.5688
C 0.7713 -1.3297 6.1128
C 0.9934 -1.0610 4.7771
C -0.0630 -0.9450 3.8704
C 0.2056 -0.6358 2.4443
O -0.8411 -0.5558 1.6411
N 1.4341 -0.4526 2.0695
N 1.5310 -0.1622 0.7540
C 2.6239 0.2800 0.1523
C 2.5426 0.5981 -1.2120
C 3.6261 1.1300 -1.9589
C 3.4608 1.4551 -3.2693
C 2.2030 1.2533 -3.8936
C 1.1881 0.7359 -3.1404
N 1.3300 0.4021 -1.8435
H -2.1143 -0.8478 2.6343
H -2.6202 -1.4924 6.0246
H -0.7245 -1.6997 7.6136
H 1.6043 -1.4184 6.7974
H 1.9978 -0.9312 4.3979
H 3.5371 0.4177 0.7183
H 4.5727 1.2840 -1.4570
H 4.2849 1.8725 -3.8336
H 2.0404 1.4960 -4.9333
H 0.2087 0.5601 -3.5684
O -0.8199 2.3798 0.2246
N -2.0004 2.3037 0.6631
C -2.3339 3.0325 1.7831
C -3.6058 3.0529 2.2416
C -4.6133 2.3246 1.5658
C -4.2835 1.5719 0.4841
C -2.9434 1.4868 0.0277
S -2.4980 0.3955 -1.1760
H -1.5085 3.5763 2.2134
H -3.8305 3.6352 3.1232
H -5.6355 2.3507 1.9168
H -5.0181 0.9739 -0.0356

Repeat the second record exactly.
15
Properties=species:S:1:pos:R:3 method="wB97M-V/def2-TZVPD" max_force_ha_per_bohr=0.0706 e_tot_ha=-392.15338 homo_lumo_gap_ev=8.8 de_lowest_kcal_mol=91.4 multiplicity=1 lumo_ha=0.0365
C 0.2429 -0.2438 0.0495
C 0.2503 0.2302 1.4015
C -1.0598 0.4313 1.6888
H 2.9358 -1.2090 -0.4949
H 2.9972 0.3413 -1.1705
H 1.1522 0.4408 1.9974
H -1.4292 0.9657 2.6361
H -2.7850 0.1354 0.7769
H -1.3782 -0.9162 -2.1699
H -0.2878 0.4044 -1.9991
N 2.4891 -0.1648 -0.3826
N 1.1550 -0.3461 -0.8362
N -1.8309 0.3440 0.5812
N -1.1160 -0.3994 -0.3470
N -1.3356 -0.0139 -1.7311